Entry 1:
{"formula": "C15H24N2O4S", "method": "ωB97M-V with the def2-TZVPD basis set", "symbols": ["C", "H", "C", "C", "C", "C", "C", "H", "C", "C", "O", "H", "H", "N", "H", "H", "H", "C", "H", "H", "O", "H", "O", "C", "H", "H", "H", "H", "H", "H", "H", "C", "H", "H", "O", "C", "C", "C", "H", "N", "H", "C", "H", "H", "H", "S"], "positions_angstrom": [[-2.14697, 0.05877, 0.03516], [0.34309, -2.27079, 1.79169], [3.50795, 4.49492, -5.04560], [4.24967, 5.84819, -3.06037], [-0.99202, -0.32864, -0.63490], [3.90706, 4.45107, -3.56864], [1.25561, 2.35404, -3.60316], [-3.85024, -1.44038, 3.51469], [-2.40605, -0.36865, 1.32142], [0.88588, 0.87010, -3.66999], [0.28625, -3.15564, 3.68722], [-2.90470, -4.36280, 2.79416], [-1.39527, -5.30300, 2.85764], [0.51255, 0.32182, -2.38786], [2.42557, 2.24974, -1.79063], [1.22836, 0.24774, -1.68434], [0.78719, -1.52954, -0.48102], [-0.36288, -1.62503, 1.29882], [3.36892, 3.49334, -5.44575], [2.58309, 5.05487, -5.16055], [-1.71186, 0.38679, -2.78252], [4.79093, 3.79694, -3.46042], [-1.69481, -3.39212, 5.10006], [-1.83466, -4.33892, 2.63722], [4.29027, 4.98532, -5.61905], [0.44806, 2.90689, -3.12163], [3.38862, 6.49963, -3.18007], [3.38093, 2.03954, -3.27703], [-2.84223, -0.08833, 4.10101], [-3.30714, -0.03266, 1.80634], [0.01542, 0.74371, -4.31820], [-0.78596, 0.16195, -2.02689], [-1.58741, -4.02552, 1.63132], [-2.87437, -1.62548, 4.98684], [2.87530, 3.96914, -2.72440], [-0.10528, -1.18012, 0.01793], [2.55229, 2.60079, -2.82272], [-1.51721, -1.22481, 1.97800], [1.36041, 2.73286, -4.61946], [-1.76137, -1.66916, 3.27465], [4.50412, 5.80440, -2.00528], [-2.90669, -1.17200, 4.00002], [1.72312, 0.29098, -4.07363], [-2.84478, 0.70649, -0.47357], [5.08969, 6.25631, -3.61491], [-1.13838, -3.14228, 3.80643]], "lowdin_charge": [0.00, 0.09, -0.05, -0.05, -0.14, -0.46, -0.15, 0.10, -0.01, -0.18, -0.29, 0.07, 0.07, 0.06, 0.12, 0.12, 0.11, -0.03, 0.07, 0.09, 0.07, 0.14, -0.30, -0.10, 0.08, 0.12, 0.08, 0.13, 0.10, 0.10, 0.12, -0.46, 0.06, 0.08, -0.13, -0.02, -0.22, -0.26, 0.10, -0.22, 0.08, -0.08, 0.12, 0.12, 0.08, 0.64], "homo_lumo_gap_ev": 9.4, "energy_ev": -37949.753, "total_charge": 0, "relative_energy_kcal_mol": 39.9, "smiles": "CC(C)OCCCNC(=O)c1ccc(N(C)S(C)(=O)=O)cc1"}

Entry 2:
{"formula": "C5H7N4O2", "method": "ωB97M-V with the def2-TZVPD basis set", "symbols": ["C", "H", "H", "N", "H", "H", "H", "H", "O", "N", "H", "C", "N", "C", "O", "C", "C", "N"], "positions_angstrom": [[1.29368, 1.23828, -0.50886], [-0.74516, 0.56766, -0.17825], [-3.13807, -1.97478, 0.15344], [-1.38849, -0.30201, -0.10750], [4.22811, 1.58115, -1.67077], [1.71872, -0.51182, 0.78411], [-0.43741, 0.57793, 2.04885], [-1.18876, -1.04227, 2.96773], [0.09440, 1.64780, -0.39126], [-1.63850, -0.87697, 1.05177], [-3.61815, -2.08194, -1.76844], [-3.04536, -1.60025, -0.95423], [-2.17657, -0.64245, -1.11055], [2.05039, 0.28487, 0.21754], [2.19581, 1.82665, -1.45634], [3.44055, 1.26543, -1.07440], [-1.03621, -0.36478, 2.11508], [3.39103, 0.40748, -0.11792]], "lowdin_charge": [-0.44, 0.03, 0.05, -0.14, 0.08, 0.05, 0.07, 0.04, -0.08, -0.07, 0.03, -0.14, -0.07, -0.13, 0.02, -0.25, -0.05, 0.02], "homo_lumo_gap_ev": 7.4, "energy_ev": -15351.596, "total_charge": -1, "relative_energy_kcal_mol": 51.9}

Entry 3:
{"formula": "H34O17", "method": "ωB97M-V with the def2-TZVPD basis set", "symbols": ["O", "H", "O", "H", "O", "O", "O", "H", "H", "H", "H", "O", "O", "O", "H", "H", "H", "H", "H", "O", "H", "O", "H", "H", "H", "O", "H", "O", "H", "H", "O", "H", "H", "H", "O", "O", "H", "H", "O", "H", "H", "H", "H", "H", "H", "O", "H", "H", "H", "H", "H"], "positions_angstrom": [[2.99405, 0.05601, -2.35572], [-2.54283, -1.56562, 4.13163], [4.39734, -1.24060, -0.36350], [1.25191, 1.57650, -4.11110], [-0.03459, -0.42160, -1.75071], [2.17931, -2.13252, 0.66678], [-1.99709, -2.29311, 4.44425], [3.11916, 0.70036, -1.61655], [-2.86015, -1.11796, -2.97352], [1.94372, -2.41119, -0.24581], [-3.47594, -0.12840, -2.04850], [1.89656, -4.32414, -1.49674], [-0.98441, -2.11565, 1.70599], [-1.99380, 1.09204, 3.50868], [3.20174, 2.01258, 0.08224], [3.57341, -0.83482, -0.04093], [-5.41539, 2.51467, 0.84493], [0.94104, 2.99448, -4.55992], [-1.18725, -4.68471, 0.56007], [2.52393, 3.98418, 0.59730], [2.40970, 3.83073, 1.54715], [-1.99875, -4.41773, 0.08018], [4.86644, -1.43068, 0.45869], [-1.12789, 1.49783, 3.43606], [1.47697, -3.52335, -1.82050], [4.03566, 1.99394, -0.37005], [-5.12518, 1.15383, 0.29057], [0.97741, 1.92019, -0.25496], [-2.74045, -0.40627, 0.01350], [1.76452, 2.46054, -0.44974], [-4.71717, 2.02538, 0.37781], [-2.26485, 0.99263, 2.59317], [1.64205, 4.23154, 0.30896], [0.86485, 1.28073, -1.01560], [-2.88713, -0.90463, -2.01400], [-1.64381, 4.46829, 0.81734], [4.54039, 2.80233, -0.41329], [2.75944, -4.11006, -1.15290], [0.76783, 2.37977, -3.84765], [-3.24285, -0.37414, 1.37642], [-1.73047, -2.53061, 1.23939], [-0.97147, 4.52383, 0.11390], [-2.37501, 4.03510, 0.39712], [0.37580, -1.08053, -1.13713], [1.28482, -2.29964, 1.03315], [-2.97452, -1.04151, 0.70005], [-1.29679, -1.61390, 2.50339], [-1.34813, -1.76748, 4.97735], [-1.73579, -4.55687, -0.83395], [3.80545, -0.46452, -2.48260], [-0.92179, -0.73522, -1.45065]], "lowdin_charge": [-0.08, 0.01, -0.09, 0.04, -0.07, -0.07, -0.07, 0.00, 0.08, 0.01, 0.06, -0.04, -0.11, -0.04, -0.01, 0.01, 0.05, 0.02, 0.06, -0.05, 0.08, -0.05, 0.05, 0.05, 0.03, -0.04, 0.03, -0.09, 0.02, -0.01, -0.06, 0.01, 0.04, 0.03, -0.06, -0.06, 0.05, 0.03, -0.06, 0.05, 0.00, 0.04, 0.01, 0.04, 0.04, -0.06, 0.02, 0.07, 0.04, 0.04, 0.02], "homo_lumo_gap_ev": 10.1, "energy_ev": -35358.354, "total_charge": 0, "relative_energy_kcal_mol": 84.3}

Entry 4:
{"formula": "C3H10N2", "method": "ωB97M-V with the def2-TZVPD basis set", "symbols": ["H", "H", "C", "H", "H", "C", "C", "N", "H", "H", "H", "N", "H", "H", "H"], "positions_angstrom": [[0.56748, -0.60529, -1.33588], [-2.41822, -1.11011, 0.54316], [0.07632, 1.04510, -0.06162], [1.91452, 0.56143, -1.13813], [0.07035, 1.88604, -0.74494], [-1.32725, 0.46967, 0.05942], [1.09244, 0.06260, -0.63118], [-1.43935, -0.76713, 0.51900], [2.38968, -1.35226, 0.00652], [-2.12697, 1.14682, 0.35268], [-1.43566, -0.50450, -0.77960], [1.70456, -0.74698, 0.43091], [0.27282, 1.40958, 0.96187], [-1.39496, 0.82435, -1.96814], [1.00892, -1.37052, 0.81538]], "lowdin_charge": [0.10, 0.15, -0.17, 0.13, 0.11, -0.25, -0.27, 0.24, 0.08, 0.16, 0.21, 0.02, 0.16, 0.28, 0.05], "s_squared": 0.7569, "homo_lumo_gap_ev": [7.3, 5.7], "energy_ev": -6239.588, "total_charge": 1, "spin_multiplicity": 2, "relative_energy_kcal_mol": 120.9}

Entry 5:
{"formula": "C30H50Cl4F13IN2O2PS3", "method": "ωB97M-V with the def2-TZVPD basis set", "symbols": ["H", "C", "H", "C", "H", "N", "C", "H", "C", "F", "Cl", "H", "H", "O", "F", "S", "H", "F", "H", "C", "F", "H", "C", "H", "H", "H", "C", "H", "H", "H", "C", "H", "H", "S", "S", "C", "H", "H", "C", "H", "H", "H", "H", "C", "N", "H", "H", "H", "F", "H", "F", "P", "F", "H", "C", "H", "H", "Cl", "H", "H", "F", "H", "C", "H", "H", "H", "H", "C", "F", "C", "C", "O", "C", "H", "H", "H", "F", "C", "H", "C", "C", "C", "C", "H", "H", "F", "C", "H", "C", "C", "H", "H", "I", "C", "H", "Cl", "H", "C", "C", "F", "H", "F", "H", "C", "Cl", "C"], "positions_angstrom": [[-4.92190, -4.84592, -1.28706], [2.34180, -2.21339, -0.49240], [4.06118, -0.29285, -1.68550], [0.48454, 3.36255, -0.58473], [-3.63861, -3.74502, -1.85675], [-2.19754, 1.57893, -0.46843], [-4.04718, 2.34704, 2.85543], [3.23212, 1.33651, 4.05120], [1.95270, -1.10065, -1.51365], [1.19038, -5.29259, -2.22999], [5.90155, -5.40775, -5.45198], [-3.62888, -3.91463, 0.69494], [-0.77437, 4.26385, -2.12233], [2.34761, 0.65100, 0.92686], [-1.46859, -4.42319, 0.66873], [-2.57070, -1.19931, -0.05465], [1.15657, 4.19254, -0.91210], [2.94650, -3.63877, -2.37231], [-4.03036, 8.31953, -0.16581], [3.40786, 0.92796, 1.83250], [-1.33511, -5.87873, -1.17309], [-4.51509, -1.56344, 1.44361], [1.00366, 1.95838, -1.00992], [4.75650, 2.78265, 1.38625], [-4.92006, 6.83126, 0.17307], [-5.04852, -1.29965, -0.24704], [1.74094, -0.83230, 4.99361], [-2.75056, 0.78468, 1.93692], [-4.69819, 1.99678, 4.90931], [1.32584, -1.86368, 4.96146], [-0.94610, 3.68730, -1.17389], [4.00292, -5.49324, -4.07981], [2.79406, -0.93799, 5.35335], [-3.94378, 0.35924, -2.17121], [-0.96490, -5.92348, 0.38826], [3.00296, 0.05328, -1.68757], [4.39759, 2.11069, -2.37479], [1.78553, -1.54010, -2.53170], [-3.60861, 1.44769, 1.65815], [-4.05585, 0.50522, 4.12572], [-5.41685, -3.22235, -1.81669], [2.83425, 0.46353, -2.71768], [0.82597, 1.77766, -2.10071], [3.13571, 0.49572, 3.32871], [3.31740, 3.44688, 2.69338], [-5.38326, -3.59810, 0.71141], [1.17654, -0.16695, 5.67767], [0.94251, -0.73831, -1.20267], [1.25115, -4.82269, 1.27459], [4.03156, 6.26483, -1.22226], [-0.53576, -7.49198, 0.24234], [2.77330, 1.55518, -0.49574], [0.11272, -3.52577, -1.40815], [-1.52754, 4.38410, -0.52542], [-3.92750, 7.24775, 0.00611], [2.21950, -5.50300, -5.73170], [0.34379, 1.21152, -0.48845], [-2.97305, 5.28879, 1.66438], [4.09129, -3.97278, -4.97141], [-2.73532, 2.86267, -2.06341], [3.40460, -4.37310, -0.37561], [4.36891, 0.38875, 1.62437], [2.46123, -3.65883, -1.08562], [2.45545, 3.08999, 3.12535], [4.19731, 1.36910, -0.22849], [-4.78676, 3.08968, 2.48494], [-2.68722, 3.24470, 0.84310], [4.19949, -5.05275, -5.05705], [-2.47190, -6.43008, 0.68743], [3.24590, -5.62717, -6.07738], [3.91554, 4.02492, -1.63926], [2.96763, 3.00693, 0.44478], [4.12096, 5.21568, -1.51067], [-4.43133, 0.76523, 1.34407], [3.90181, -0.26023, 3.63452], [-1.99925, 7.32704, 0.98623], [1.45732, -2.16094, 0.57828], [-4.26522, -1.78249, 0.37580], [-4.01970, 2.59254, -0.21296], [-4.59778, -3.77215, -1.29731], [-2.86756, 0.40017, -0.91273], [-3.13949, 2.30744, 0.43207], [1.74139, -0.18122, 3.53959], [2.71910, 2.69840, -2.86213], [1.65615, -1.03038, 2.83319], [-0.66551, -6.06668, 1.99084], [-3.02001, 7.00642, 1.19040], [3.42614, -6.68890, -6.23939], [-4.67019, 1.41956, 3.95341], [0.81189, -5.35834, 0.10839], [-3.38668, 7.56303, 2.05349], [4.04670, 3.34432, 3.40929], [0.09431, 1.22225, 3.33352], [-4.42737, -3.33042, 0.19102], [-5.70171, 1.08272, 3.70178], [3.36454, -4.80151, -7.65308], [0.43490, 3.41229, 0.52994], [3.45760, 2.61496, -2.03305], [-1.79473, 2.44756, -1.59927], [3.58247, -1.93705, 0.06558], [-3.15085, 2.85081, 3.27712], [1.57558, -6.47965, -0.06401], [-1.32196, 1.85135, -2.41234], [3.68546, 2.51492, 1.59229], [-3.28130, 6.54357, -1.49564], [1.06978, -4.44958, -1.14177]], "lowdin_charge": [0.07, -0.37, 0.09, -0.20, 0.07, -0.19, -0.28, 0.09, -0.12, 0.11, 0.54, 0.07, 0.11, -0.31, -0.15, 0.84, 0.10, 0.11, 0.07, -0.33, -0.13, 0.07, -0.25, 0.14, 0.07, 0.05, -0.17, 0.05, 0.07, 0.07, -0.19, 0.06, 0.07, 0.68, 0.87, -0.25, 0.07, 0.11, -0.23, 0.07, 0.07, 0.07, 0.09, -0.21, 0.04, 0.11, 0.03, 0.11, 0.13, 0.01, -0.16, 0.59, 0.13, 0.03, -0.66, 0.07, 0.07, 0.67, 0.07, 0.09, 0.11, 0.12, -0.28, 0.00, 0.05, 0.09, 0.01, -0.68, -0.14, -0.67, -0.20, -0.32, 0.03, 0.09, 0.11, 0.07, 0.07, -0.50, 0.12, -0.12, -1.01, -0.21, -0.71, 0.07, 0.07, -0.16, -0.62, 0.07, -0.12, -0.38, 0.07, 0.06, 0.89, -0.32, 0.07, 0.53, 0.09, -0.28, -0.25, 0.08, 0.08, 0.11, 0.11, -0.39, 0.57, -0.31], "homo_lumo_gap_ev": 6.0, "energy_ev": -174303.433, "total_charge": -1}